Formula: C43H44AsIrN5O2S2
Source: the OMol25 dataset
Level of theory: the ωB97M-V functional and the def2-TZVPD basis

Geometry (Å):
1 Ir -0.343284 0.670669 -1.302690
2 O 2.433605 1.809855 -0.744873
3 S 1.650029 2.895547 -0.190199
4 O 2.083132 3.419542 1.046396
5 N 0.150557 2.409905 -0.215095
6 C -0.935833 3.182087 0.302425
7 C -0.913479 4.268405 1.102361
8 C -2.115996 4.844827 1.565850
9 C -3.319792 4.399755 1.098514
10 C -3.380076 3.216601 0.357377
11 C -4.622261 2.691068 -0.066241
12 C -4.642725 1.439217 -0.611109
13 C -3.416236 0.787174 -0.841226
14 N -2.252330 1.365947 -0.681309
15 C -2.245680 2.573521 -0.038578
16 C 1.823947 4.211627 -1.334091
17 C 1.183058 4.096917 -2.590983
18 C 1.266640 5.209613 -3.457162
19 C 1.962313 6.361899 -3.099325
20 C 2.545289 6.435906 -1.856159
21 C 2.547840 5.334442 -0.985664
22 H 0.074734 4.628488 1.316388
23 H -2.088774 5.651324 2.276786
24 H -4.161778 5.006627 1.328935
25 H -5.489437 3.218018 0.132540
26 H -5.579087 0.997095 -0.903964
27 H -3.435217 -0.185401 -1.382944
28 H 0.641523 3.257909 -2.955209
29 H 0.904530 5.049173 -4.474931
30 H 2.000406 7.247979 -3.764113
31 H 2.990394 7.337756 -1.539962
32 H 3.155975 5.385247 -0.078075
33 C 0.945656 -0.806939 -6.113328
34 N 1.864190 -0.316652 -5.053122
35 C 3.208022 -0.614465 -4.887022
36 C 3.587214 -0.134293 -3.710653
37 N 2.448315 0.403265 -3.135035
38 C 1.401325 0.278920 -3.928218
39 S -0.244026 0.785525 -3.579863
40 H 1.210033 -1.769825 -6.477577
41 H 0.919404 -0.090998 -6.930060
42 H -0.092479 -0.776395 -5.682887
43 H 3.847782 -1.109552 -5.606751
44 H 4.492667 -0.295969 -3.169502
45 H 2.412694 0.938357 -2.273608
46 C -5.972920 -1.141153 3.012412
47 C -4.490160 -1.019156 2.476608
48 C -3.586755 -0.116973 3.055120
49 C -2.295916 -0.076421 2.678475
50 C -1.500083 1.122404 3.312904
51 C -1.837392 -0.842321 1.616336
52 As 0.044387 -0.650211 1.329629
53 N 0.210572 -1.331210 -0.368103
54 C 0.904222 -2.373761 -1.008592
55 C 0.682560 -2.546567 -2.386171
56 C 1.455018 -3.459250 -3.066826
57 C 2.491118 -4.157530 -2.381203
58 C 2.633513 -4.058185 -1.035150
59 C 1.836091 -3.167699 -0.356766
60 C 1.098891 -1.847395 2.390641
61 C 2.479756 -1.543523 2.333417
62 C 3.059789 -0.340097 1.548493
63 C 3.389185 -2.469884 2.862639
64 C 3.020993 -3.665873 3.418165
65 C 3.962978 -4.656262 3.978676
66 C 1.629601 -3.906214 3.552581
67 C 0.643290 -3.008219 3.052267
68 C -0.804857 -3.301999 3.348494
69 C -2.695074 -1.839583 1.016043
70 C -2.383930 -2.803400 -0.065092
71 C -3.998751 -1.893553 1.503216
72 H -6.658337 -0.624935 2.315310
73 H -6.137501 -0.743009 4.047973
74 H -6.261949 -2.188381 3.022341
75 H -3.935476 0.597136 3.748440
76 H -2.203235 1.956794 3.634839
77 H -0.845416 1.594292 2.575067
78 H -0.882666 0.861140 4.140063
79 H -0.099271 -2.034334 -2.888181
80 H 1.157469 -3.660531 -4.101388
81 H 3.194407 -4.738646 -2.999369
82 H 3.413190 -4.677746 -0.488802
83 H 1.842932 -3.070582 0.769499
84 H 2.645267 0.632490 1.816113
85 H 2.931884 -0.485596 0.501524
86 H 4.146750 -0.306368 1.674202
87 H 4.451584 -2.203861 2.747437
88 H 3.873345 -5.654233 3.502670
89 H 3.796013 -4.814311 5.047233
90 H 4.989448 -4.420123 3.842945
91 H 1.334109 -4.805867 4.120139
92 H -1.007192 -4.323797 3.851483
93 H -1.474874 -3.403426 2.485745
94 H -1.205703 -2.456696 3.899151
95 H -1.393009 -3.304845 0.183201
96 H -2.147331 -2.219383 -1.002910
97 H -3.261732 -3.521313 -0.215950
98 H -4.711616 -2.599546 1.086967

Force components x, y, z for each atom (eV/Å):
0.97 -0.69 0.54
0.10 -0.81 -0.20
0.97 0.21 -1.33
0.23 0.34 1.94
-1.22 0.57 0.19
-1.17 -2.53 -1.39
0.53 0.05 0.07
0.00 -0.07 -0.43
1.23 0.76 0.85
-1.90 0.56 -0.56
1.66 -1.51 0.06
0.09 0.40 0.15
-0.65 -0.85 -1.65
-0.80 0.32 0.61
3.14 0.13 0.42
-0.98 -0.32 -1.04
0.95 2.54 0.11
0.45 -1.40 -0.18
-0.64 0.56 -0.44
-0.08 -1.13 0.30
0.19 0.74 -0.23
0.06 0.49 0.61
0.11 0.37 -0.09
-0.93 -0.12 0.19
-1.67 0.99 0.28
-0.02 -0.32 -0.03
0.19 0.71 0.69
-0.29 -0.73 0.25
-0.18 0.42 0.32
-0.05 -0.79 0.39
0.69 0.82 0.25
-0.62 -0.13 -0.13
-0.94 1.67 0.90
-1.17 -0.85 -0.45
0.14 -0.29 -1.30
-0.62 0.04 1.13
0.70 0.23 0.48
-0.05 -0.01 -0.61
0.31 -0.31 -0.98
0.32 -0.77 -0.03
0.23 -0.01 -0.16
1.07 -0.38 -0.33
-0.54 0.01 -0.10
0.33 0.36 0.12
0.09 0.19 0.67
1.01 0.57 -0.43
-0.73 -0.13 1.41
-2.52 -1.33 -0.54
1.83 2.58 -0.21
-1.16 0.46 -1.13
-0.40 -2.26 -0.35
0.62 0.24 -0.37
-0.23 -0.31 -1.13
-0.71 2.03 0.47
0.72 -0.83 0.14
-0.03 -0.22 0.34
-0.12 -0.15 -2.72
1.38 -0.78 1.39
-0.39 -0.02 2.68
0.40 -0.26 0.67
0.01 0.12 -0.22
0.15 -0.74 1.27
0.93 1.16 -0.79
-1.96 -0.09 0.37
-0.03 -1.45 0.09
-0.21 0.53 -0.20
1.25 -1.20 0.65
-0.80 -1.58 -0.02
-0.55 1.45 1.32
1.26 -0.41 -0.91
-0.60 0.58 0.22
0.25 -0.14 0.37
0.46 -0.19 -1.03
0.00 -0.12 -0.02
-0.42 0.53 0.90
0.69 -1.26 -0.29
0.01 -0.12 -0.02
0.40 -0.40 0.78
-0.60 0.53 -0.23
0.68 -0.03 0.26
-0.52 0.00 0.52
-1.12 0.95 -0.75
0.41 -0.36 -1.77
-0.06 -0.14 0.05
-0.41 -0.06 -0.98
-0.18 0.04 0.28
-0.44 -0.30 0.22
-0.32 0.48 0.18
-0.05 0.08 -0.07
0.91 0.63 -0.08
-0.07 0.52 -0.48
0.80 1.85 -0.24
0.54 0.28 -0.18
-0.26 -0.21 0.47
-1.38 0.04 -0.43
-0.44 -0.79 0.66
1.57 0.90 0.10
0.19 -0.12 -0.07

Properties
spin multiplicity: 5
E_HOMO (alpha / beta): -9.72 / -10.21 eV
⟨S²⟩: 6.04
E_tot: -142190.445 eV
frontier orbital gap (alpha / beta): 7.39 / 5.92 eV
total charge: +1
energy relative to the best compared isomer or geometry (same formula, charge and spin): 0.047 eV


Formula: C34H86O10S
Source: the OMol25 dataset
Level of theory: the ωB97M-V functional and the def2-TZVPD basis

Geometry (Å):
1 C 2.754931 -0.614024 3.796390
2 C 1.513836 -0.002330 3.126615
3 C 1.719901 1.460136 2.755158
4 C 0.509415 2.069296 2.063350
5 C 0.621603 3.565972 1.694679
6 C 2.014054 4.179512 1.773199
7 C 2.082904 5.544771 1.098324
8 O 1.870266 5.449875 -0.304195
9 C 2.931588 4.859046 -1.034412
10 C 2.505407 3.523168 -1.614147
11 O 2.854958 2.439818 -0.749811
12 C 3.319863 1.301750 -1.431218
13 S 3.061226 -0.175782 -0.439102
14 H 2.676756 -0.558049 4.879548
15 H 3.645049 -0.058878 3.493256
16 H 2.911953 -1.647937 3.497959
17 H 1.248688 -0.572805 2.233522
18 H 0.657677 -0.089101 3.799819
19 H 2.577643 1.517531 2.083384
20 H 1.955448 2.017657 3.665844
21 H 0.324190 1.492224 1.153864
22 H -0.372246 1.927677 2.692066
23 H -0.031843 4.142621 2.353533
24 H 0.267891 3.708647 0.674560
25 H 2.746071 3.539483 1.279682
26 H 2.362778 4.293095 2.803279
27 H 3.046603 5.999164 1.336064
28 H 1.298499 6.202248 1.474459
29 H 3.185484 5.537329 -1.850881
30 H 3.810783 4.725335 -0.400484
31 H 1.419030 3.539551 -1.718543
32 H 2.931523 3.369162 -2.607777
33 H 4.375380 1.413685 -1.682353
34 H 2.736124 1.113977 -2.335385
35 H 3.642362 0.207949 0.700835
36 C 0.245381 -2.026191 -3.973236
37 C -0.113868 -2.907421 -2.787531
38 C -1.107267 -2.218790 -1.864368
39 O 1.065261 -3.266766 -2.070519
40 H 0.707412 -1.097659 -3.630094
41 H 0.968026 -2.529601 -4.615498
42 H -0.632406 -1.771828 -4.570229
43 H -0.533084 -3.852906 -3.137053
44 H -0.680399 -1.288937 -1.476369
45 H -1.339518 -2.856296 -1.011930
46 H -2.035542 -1.978266 -2.386029
47 H 1.460425 -2.448173 -1.750369
48 C 6.924722 7.468023 3.605710
49 C 5.668097 7.979723 2.919377
50 C 5.104966 9.209486 3.613892
51 O 4.681548 6.949880 2.842535
52 H 6.701646 7.178446 4.636368
53 H 7.313385 6.590641 3.089020
54 H 7.702179 8.232557 3.628108
55 H 5.896740 8.223753 1.880892
56 H 4.830393 8.969136 4.644812
57 H 4.209049 9.561381 3.102716
58 H 5.834728 10.019657 3.636546
59 H 4.445889 6.700617 3.742369
60 C -1.636687 -3.991959 1.633092
61 C -2.438931 -2.825145 2.183544
62 C -1.608371 -1.960322 3.119582
63 O -3.613864 -3.290368 2.849134
64 H -1.303864 -4.646180 2.444321
65 H -2.248692 -4.594351 0.959034
66 H -0.756370 -3.647575 1.088805
67 H -2.803261 -2.213083 1.356135
68 H -1.271548 -2.548041 3.977995
69 H -2.201355 -1.126943 3.498197
70 H -0.729285 -1.559628 2.612682
71 H -3.335081 -3.822034 3.603813
72 C 3.382607 1.449534 -6.958862
73 C 3.453986 1.130421 -5.474982
74 C 4.888641 0.943497 -5.002940
75 O 2.676493 -0.028228 -5.169105
76 H 3.806786 0.629341 -7.545468
77 H 2.345614 1.581566 -7.267973
78 H 3.936017 2.359493 -7.195153
79 H 2.982575 1.938628 -4.913909
80 H 5.356716 0.106430 -5.528569
81 H 4.915262 0.719375 -3.936081
82 H 5.486205 1.837769 -5.186759
83 H 3.053251 -0.773317 -5.648794
84 C -3.590861 -7.133941 3.144145
85 C -2.721834 -7.796759 2.087051
86 C -3.425182 -7.857694 0.742525
87 O -2.312123 -9.094740 2.521069
88 H -4.502715 -7.713791 3.313006
89 H -3.058885 -7.075669 4.095044
90 H -3.880899 -6.125835 2.841146
91 H -1.796439 -7.229650 1.971633
92 H -4.339788 -8.453631 0.808864
93 H -2.783712 -8.318799 -0.008633
94 H -3.697979 -6.862088 0.395857
95 H -3.106156 -9.627364 2.630309
96 C -3.534545 -5.263164 -3.346800
97 C -4.568869 -6.374558 -3.242402
98 C -5.749357 -6.140334 -4.171891
99 O -5.007956 -6.523266 -1.893399
100 H -3.978468 -4.305257 -3.059914
101 H -2.696461 -5.456846 -2.676505
102 H -3.152901 -5.170603 -4.364703
103 H -4.098848 -7.327925 -3.488431
104 H -6.257340 -5.207763 -3.910327
105 H -6.472438 -6.950920 -4.083367
106 H -5.427118 -6.072200 -5.211756
107 H -5.429811 -5.699304 -1.627738
108 C -5.802102 -0.926576 7.029973
109 C -5.045216 -1.539576 5.862098
110 C -5.855664 -1.532313 4.576561
111 O -4.622263 -2.869230 6.178155
112 H -6.713813 -1.496644 7.230013
113 H -5.193487 -0.941401 7.934403
114 H -6.086191 0.104802 6.817196
115 H -4.117376 -0.986435 5.704631
116 H -6.771004 -2.119088 4.702879
117 H -5.265119 -1.985952 3.782179
118 H -6.138835 -0.518299 4.288629
119 H -5.413423 -3.399042 6.319746
120 C -0.603313 4.915554 -3.892667
121 C 0.332726 4.302047 -4.922469
122 C -0.289768 4.271170 -6.309303
123 O 0.732440 2.989643 -4.523808
124 H -1.519729 4.323508 -3.815946
125 H -0.135181 4.937429 -2.908056
126 H -0.878582 5.934564 -4.166906
127 H 1.259533 4.878275 -4.955457
128 H -1.197316 3.661226 -6.302201
129 H 0.400999 3.833717 -7.030500
130 H -0.556217 5.273901 -6.645422
131 H -0.055971 2.438496 -4.480822

Force components x, y, z for each atom (eV/Å):
-0.14 0.23 -0.29
0.08 -0.09 0.14
-0.23 -0.14 0.09
-0.01 0.05 -0.18
0.13 -0.10 0.22
0.18 0.14 -0.11
-0.02 -0.37 0.26
0.09 0.24 -0.01
-0.26 -0.05 0.11
-0.06 -0.11 0.03
0.07 0.03 -0.01
-0.16 0.15 0.28
-0.26 -0.39 -0.13
0.11 -0.05 0.08
0.09 -0.02 0.05
-0.06 -0.13 0.14
0.06 0.06 -0.12
-0.04 0.00 -0.01
0.10 0.15 0.10
0.14 0.08 -0.01
0.03 -0.06 -0.03
-0.04 -0.07 0.05
-0.08 0.09 -0.08
-0.15 0.05 -0.03
-0.02 -0.06 0.03
-0.12 -0.02 0.08
0.05 0.16 -0.21
-0.05 0.05 -0.03
0.02 0.07 -0.05
0.11 0.00 -0.05
-0.05 -0.02 -0.16
0.14 -0.01 -0.02
0.06 0.00 -0.07
0.07 -0.05 -0.15
0.19 0.17 -0.04
0.03 -0.09 -0.05
0.04 0.26 0.01
-0.03 -0.07 0.07
-0.09 -0.08 0.00
-0.02 0.04 -0.01
-0.02 -0.02 -0.01
-0.02 -0.01 0.02
0.01 -0.02 0.00
0.01 0.03 -0.05
-0.04 -0.03 -0.02
0.00 0.01 -0.01
0.12 0.01 0.07
0.00 -0.08 -0.05
0.04 0.04 0.18
-0.08 0.00 -0.05
0.05 0.03 -0.08
0.00 0.05 0.02
0.00 0.01 -0.02
0.00 0.01 0.01
-0.02 -0.02 -0.04
0.05 0.00 0.02
0.01 0.00 -0.02
0.01 0.00 0.01
-0.02 -0.03 0.03
-0.07 -0.10 -0.07
0.17 -0.07 0.20
-0.05 0.04 -0.06
0.01 -0.04 -0.21
0.04 0.06 0.04
0.00 0.03 -0.03
0.03 -0.01 0.02
-0.06 0.00 -0.01
0.04 -0.03 -0.01
-0.01 0.01 -0.02
-0.07 -0.05 0.01
-0.05 0.06 0.12
-0.11 -0.03 -0.01
0.19 -0.03 -0.04
-0.03 -0.02 0.06
-0.08 0.13 0.09
0.05 0.02 0.00
-0.01 0.02 0.03
0.01 0.00 0.00
-0.06 -0.03 0.00
0.02 0.02 -0.04
-0.01 0.01 -0.01
0.00 0.00 -0.01
0.01 -0.06 0.00
0.08 0.07 0.12
-0.22 0.00 -0.01
0.09 -0.09 0.00
0.11 0.08 -0.04
-0.02 0.00 -0.08
0.02 0.01 -0.01
-0.02 -0.01 -0.02
0.06 -0.05 0.06
-0.04 0.04 0.03
0.02 0.02 0.00
-0.03 0.00 -0.03
-0.03 -0.04 0.00
0.05 -0.03 0.07
0.00 0.19 -0.05
-0.05 -0.06 0.04
0.01 -0.08 -0.04
-0.02 0.01 -0.04
0.00 -0.02 -0.01
-0.01 0.00 -0.01
0.00 -0.03 0.03
0.03 0.03 -0.02
0.02 -0.01 0.00
0.01 0.01 0.00
-0.03 0.03 0.02
0.07 -0.05 0.07
-0.16 0.02 0.00
0.09 -0.08 -0.01
0.10 0.05 -0.01
-0.03 0.02 -0.04
0.01 0.01 -0.01
-0.01 0.00 -0.01
0.04 -0.02 0.00
-0.03 0.04 0.03
-0.07 0.05 -0.05
0.00 0.00 0.02
-0.03 -0.04 0.00
0.07 -0.04 0.07
-0.21 0.01 0.00
0.08 -0.05 -0.03
0.12 0.07 0.01
-0.02 0.02 -0.04
0.01 0.03 -0.01
-0.01 0.00 -0.01
0.05 -0.02 0.01
-0.03 0.03 0.02
0.02 0.01 0.01
-0.01 0.01 0.01
-0.01 -0.07 -0.01

Properties
E_HOMO: -9.29 eV
E_tot: -67962.035 eV
frontier orbital gap: 9.89 eV
structure (SMILES): CCCCCCCOCCOCS.CC(C)O.CC(C)O.CC(C)O.CC(C)O.CC(C)O.CC(C)O.CC(C)O.CC(C)O


Formula: C4H6N3O
Source: the OMol25 dataset
Level of theory: the ωB97M-V functional and the def2-TZVPD basis

Geometry (Å):
1 C -0.821546 1.955979 -0.004568
2 N -0.943886 0.683350 0.021748
3 C -2.153467 -0.279462 -0.031556
4 O -3.295407 0.074264 -0.081065
5 N -1.345155 -1.348852 -0.038945
6 C -0.124280 -0.799458 -0.056778
7 N 1.023380 -1.121869 0.062123
8 C 2.328454 -0.574088 -0.056509
9 H 0.204380 2.423429 0.097223
10 H -1.781710 2.530343 -0.084012
11 H -1.586694 -2.394104 0.204072
12 H 2.628321 0.420701 0.369866
13 H 2.751219 -0.562579 -1.010878
14 H 3.116396 -1.007652 0.609276

Force components x, y, z for each atom (eV/Å):
-0.20 -0.64 0.25
0.41 -0.60 -0.76
-2.23 3.73 -0.18
1.95 -1.48 0.23
-2.08 -4.68 0.71
2.23 1.95 1.35
0.08 -0.22 -0.66
2.53 1.40 3.11
-1.39 -0.50 -0.33
1.02 -0.23 0.18
0.61 2.79 -0.93
-1.88 0.20 -0.54
0.04 -0.47 -1.79
-1.10 -1.26 -0.66

Properties
E_HOMO: -14.56 eV
E_tot: -10753.130 eV
frontier orbital gap: 9.22 eV
total charge: +1
energy relative to the best compared isomer or geometry (same formula, charge and spin): 2.132 eV
structure (SMILES): C=[N+]1C(=O)N/C1=N/C


Q: What is the E_tot in the second record?
A: -67962.035 eV


Q: E_tot of number 3 (C4H6N3O)?
A: -10753.130 eV


Q: Which of these has the highest E_tot?
A: C4H6N3O


Q: The highest E_tot belongs to which entry?
A: C4H6N3O